98
Properties=species:S:1:pos:R:3:mulliken_spin:R:1 method="wB97M-V/def2-TZVPD" charge=+1 s2=0.757 spin_multiplicity=2
Cd 0.299 -0.099 -0.397 0.01
C 4.278 2.349 -0.911 0.00
Sb 2.468 1.895 0.161 0.00
C 1.182 3.070 -1.100 0.00
C 2.672 3.462 1.696 0.00
C 1.418 4.255 1.817 0.00
C 1.318 5.458 1.114 0.00
C 0.166 6.221 1.135 0.00
C -0.917 5.801 1.894 0.00
C -0.830 4.620 2.607 0.00
C 0.316 3.819 2.569 0.00
C 0.321 2.552 3.353 0.00
Sb -0.577 0.809 2.349 0.00
C -2.536 1.640 2.111 0.00
C -0.907 -0.162 4.245 0.00
H 4.251 3.399 -1.195 0.00
H 4.358 1.724 -1.796 0.00
H 5.135 2.168 -0.264 0.00
H 1.719 3.949 -1.451 0.00
H 0.307 3.392 -0.537 0.00
H 0.853 2.477 -1.952 0.00
H 3.495 4.081 1.343 0.00
H 2.973 2.979 2.624 0.00
H 2.174 5.802 0.544 0.00
H 0.113 7.142 0.570 0.00
H -1.817 6.399 1.939 0.00
H -1.664 4.306 3.224 0.00
H -0.292 2.654 4.248 0.00
H 1.321 2.242 3.652 0.00
H -2.961 1.847 3.091 0.00
H -3.167 0.941 1.566 0.00
H -2.450 2.559 1.534 0.00
H -1.473 0.514 4.884 0.00
H 0.054 -0.376 4.710 0.00
H -1.459 -1.090 4.117 0.00
C 2.343 -0.136 -4.957 0.00
C 2.151 -0.003 -3.531 0.00
N 2.008 0.100 -2.398 0.00
H 2.413 0.849 -5.416 0.00
H 1.503 -0.679 -5.390 0.00
H 3.266 -0.683 -5.147 0.00
C -3.800 -2.429 2.584 0.00
S -2.315 -2.224 1.561 0.04
C -1.321 -3.572 2.257 -0.01
H -4.279 -3.377 2.346 0.00
H -4.467 -1.604 2.346 0.00
H -3.529 -2.398 3.638 0.00
H -1.199 -3.422 3.329 0.00
H -0.353 -3.543 1.762 0.00
H -1.806 -4.528 2.061 0.00
C -3.128 -0.937 -2.291 0.02
C -1.808 -0.604 -1.641 -0.03
O -1.559 0.623 -1.344 0.06
N -0.925 -1.531 -1.362 0.27
Te -1.238 -3.770 -1.369 0.51
C -0.960 -3.773 -3.475 0.07
C 0.338 -3.582 -3.973 -0.04
C 1.508 -3.361 -3.052 0.01
C 0.554 -3.652 -5.342 0.00
C -0.478 -3.921 -6.234 0.01
C -0.228 -4.037 -7.712 0.00
C -1.755 -4.087 -5.720 -0.01
C -2.023 -4.010 -4.357 -0.07
C -3.450 -4.195 -3.910 0.02
C -2.245 -5.764 -1.376 0.22
C -3.528 -5.951 -0.861 -0.14
C -4.401 -4.795 -0.437 0.05
C -4.035 -7.242 -0.749 0.01
C -3.301 -8.349 -1.143 -0.01
C -3.846 -9.743 -1.008 0.00
C -2.026 -8.140 -1.654 0.02
C -1.476 -6.870 -1.772 -0.01
C -0.073 -6.749 -2.309 0.01
H -3.731 -0.037 -2.377 0.00
H -3.647 -1.678 -1.680 -0.01
H -2.955 -1.365 -3.279 0.00
H 1.295 -2.562 -2.345 0.00
H 2.406 -3.106 -3.615 0.00
H 1.719 -4.270 -2.485 0.00
H 1.562 -3.524 -5.724 0.00
H 0.837 -4.005 -7.936 0.00
H -0.719 -3.226 -8.252 0.00
H -0.633 -4.976 -8.091 0.00
H -2.578 -4.289 -6.399 0.00
H -4.129 -3.667 -4.580 0.00
H -3.597 -3.825 -2.900 0.00
H -3.716 -5.254 -3.921 0.00
H -3.796 -3.917 -0.204 0.00
H -4.998 -5.057 0.436 0.00
H -5.095 -4.525 -1.237 0.00
H -5.036 -7.382 -0.353 0.00
H -4.897 -9.734 -0.723 0.00
H -3.287 -10.289 -0.245 0.00
H -3.749 -10.295 -1.943 0.00
H -1.433 -8.994 -1.967 0.01
H 0.423 -7.719 -2.296 0.00
H 0.515 -6.059 -1.703 -0.01
H -0.079 -6.378 -3.335 0.00

---

81
Properties=species:S:1:pos:R:3:mulliken_spin:R:1 method="wB97M-V/def2-TZVPD" charge=+4 s2=6.079 spin_multiplicity=5
Pt 1.536 -1.409 0.098 1.14
C -3.342 3.127 -5.317 0.00
C -2.481 2.203 -4.509 0.00
C -2.434 0.837 -4.809 0.00
C -1.618 -0.025 -4.100 0.00
C -0.867 0.489 -3.045 0.01
C -0.886 1.840 -2.718 0.00
C -1.694 2.686 -3.459 0.01
S 0.220 -0.622 -2.217 0.01
O 1.048 0.255 -1.226 0.11
C -0.769 -1.572 -1.062 0.01
C -0.919 -2.935 -1.447 0.01
C -1.776 -3.744 -0.763 0.00
C -2.485 -3.266 0.368 0.03
C -3.354 -4.113 1.091 -0.01
C -4.022 -3.646 2.189 0.02
C -3.846 -2.311 2.619 -0.01
C -3.024 -1.462 1.934 0.04
C -2.326 -1.909 0.780 0.01
C -1.496 -1.046 0.011 0.09
C -1.532 0.409 0.356 0.01
C -2.649 1.178 -0.043 0.10
C -3.627 0.671 -0.930 0.18
C -4.730 1.442 -1.323 0.05
C -4.894 2.728 -0.843 0.06
C -3.946 3.261 0.035 0.27
C -2.809 2.506 0.440 -0.08
C -1.873 3.050 1.315 0.12
C -0.752 2.302 1.685 0.14
C -0.585 1.018 1.193 0.03
S 0.816 0.057 1.782 0.23
O 0.466 -0.649 3.006 0.09
C 2.076 1.247 2.055 0.01
C 2.456 2.156 1.065 0.02
C 3.460 3.058 1.357 -0.01
C 4.097 3.067 2.608 0.02
C 5.174 4.064 2.906 0.00
C 3.703 2.129 3.564 0.00
C 2.698 1.211 3.301 0.02
H -3.355 2.829 -6.364 0.00
H -2.985 4.154 -5.256 0.00
H -4.373 3.104 -4.957 0.00
H -3.015 0.451 -5.637 0.00
H -1.559 -1.070 -4.381 0.00
H -0.249 2.228 -1.934 0.00
H -1.689 3.748 -3.243 0.00
H -0.367 -3.301 -2.305 0.00
H -1.930 -4.769 -1.078 0.00
H -3.488 -5.135 0.760 0.00
H -4.689 -4.296 2.739 0.00
H -4.369 -1.966 3.500 0.00
H -2.897 -0.448 2.290 0.00
H -3.524 -0.331 -1.328 0.05
H -5.456 1.013 -2.001 0.00
H -5.749 3.324 -1.134 0.00
H -4.076 4.264 0.423 0.00
H -2.005 4.049 1.711 0.00
H -0.026 2.730 2.364 0.01
H 1.968 2.172 0.098 0.01
H 3.745 3.793 0.613 0.00
H 4.988 5.011 2.403 0.00
H 6.138 3.686 2.557 0.00
H 5.256 4.248 3.975 0.00
H 4.169 2.135 4.541 0.00
H 2.372 0.511 4.059 0.00
N 5.729 -2.465 0.334 0.00
C 6.032 -1.208 -0.004 0.23
C 4.796 -0.533 -0.168 0.16
N 3.810 -1.386 0.057 0.15
C 4.366 -2.585 0.379 0.06
C 3.518 -3.643 0.712 0.05
N 2.171 -3.440 0.683 0.09
C 1.589 -4.564 1.080 0.16
C 2.589 -5.525 1.362 0.22
N 3.759 -4.925 1.123 0.01
H 6.417 -3.188 0.515 0.00
H 7.047 -0.855 -0.110 0.00
H 4.641 0.500 -0.438 0.02
H 0.521 -4.682 1.165 0.03
H 2.508 -6.545 1.705 0.00
H 4.661 -5.373 1.242 0.00

---

61
Properties=species:S:1:pos:R:3:mulliken_charge:R:1 method="wB97M-V/def2-TZVPD" smiles="CCCCCCC(=O)N1CCC(c2nc3c(nnn3Cc3ccccc3Cl)c(=O)[nH]2)CC1" charge=0 spin_multiplicity=1
C 6.417 -3.308 -2.714 -1.28
C 6.554 -2.067 -1.842 -0.30
C 5.214 -1.364 -1.638 -0.60
C 5.348 -0.119 -0.766 -0.81
C 4.008 0.586 -0.563 0.05
C 4.160 1.836 0.310 -1.11
C 2.841 2.573 0.459 0.79
O 2.575 3.527 -0.248 -0.68
N 1.973 2.142 1.410 0.18
C 2.100 0.986 2.262 -1.03
H 2.025 1.313 3.308 0.42
C 0.978 -0.017 1.970 -0.72
H 1.054 -0.357 0.936 0.35
H 1.086 -0.883 2.626 0.42
C -0.386 0.660 2.171 0.14
C -1.490 -0.312 1.874 -0.30
N -2.132 -0.231 0.756 -0.18
C -3.103 -1.161 0.614 1.06
N -3.960 -1.317 -0.412 0.75
N -4.754 -2.370 -0.158 -0.83
N -4.453 -2.890 0.959 -0.56
C -3.431 -2.191 1.508 0.36
C -2.706 -2.301 2.747 -0.19
O -2.798 -3.086 3.656 -0.64
N -1.746 -1.260 2.817 -0.15
H -1.207 -1.255 3.675 0.29
C -4.118 -0.485 -1.577 -0.97
C -5.468 0.183 -1.555 0.02
C -5.742 1.229 -0.678 0.92
C -6.992 1.823 -0.637 -0.60
C -7.993 1.368 -1.476 -0.36
C -7.742 0.323 -2.349 -0.71
C -6.490 -0.263 -2.382 -0.46
H -6.297 -1.085 -3.055 0.35
H -8.523 -0.039 -3.000 0.38
H -8.968 1.829 -1.443 0.37
H -7.176 2.633 0.052 0.43
Cl -4.510 1.809 0.393 -0.14
H -4.027 -1.110 -2.469 0.45
H -3.311 0.252 -1.549 0.27
H -0.472 0.971 3.220 0.44
C -0.460 1.893 1.270 -0.48
C 0.707 2.829 1.574 -1.33
H 0.635 3.196 2.605 0.38
H 0.706 3.679 0.891 0.49
H -0.417 1.576 0.228 0.29
H -1.404 2.415 1.424 0.29
H 3.065 0.505 2.124 0.47
H 4.588 1.582 1.281 0.37
H 4.841 2.528 -0.188 0.47
H 3.301 -0.111 -0.108 -0.09
H 3.602 0.884 -1.532 0.34
H 5.759 -0.402 0.207 0.36
H 6.052 0.574 -1.232 0.32
H 4.511 -2.060 -1.172 0.32
H 4.804 -1.082 -2.610 0.35
H 6.965 -2.350 -0.870 0.31
H 7.257 -1.372 -2.307 0.32
H 7.382 -3.792 -2.846 0.39
H 5.735 -4.023 -2.258 0.32
H 6.029 -3.044 -3.695 0.33

---

5
Properties=species:S:1:pos:R:3:mulliken_charge:R:1 method="wB97M-V/def2-TZVPD" smiles=FC1(F)OO1 charge=0 spin_multiplicity=1
C 0.113 0.073 0.008 0.84
O -0.952 -0.276 0.758 -0.23
O -0.961 -0.178 -0.678 -0.23
F 0.622 1.256 0.036 -0.16
F 1.178 -0.874 -0.125 -0.22

---

Energy relative to the best compared isomer or geometry (same formula, charge and spin) (eV)
0.987, 0.000, 0.011, 0.113